# 1
{"formula": "C2H2N2O2", "method": "ωB97M-V/def2-TZVPD", "elements": ["N", "C", "C", "O", "N", "O", "H", "H"], "xyz": [[0.176, 2.462, 0.794], [-0.044, 1.367, 0.527], [-0.212, 0.001, 0.184], [-1.010, -0.682, 0.804], [0.672, -0.496, -0.722], [0.318, -1.785, -1.189], [0.937, 0.129, -1.474], [0.211, -2.353, -0.213]], "nbo_charge": [-0.22, 0.17, 0.52, -0.54, -0.30, -0.53, 0.40, 0.50], "charge": 0, "orbital_gap_ha": 0.39121, "smiles": "N#CC(=O)NO", "e_tot_ev": -9178.751, "spin_multiplicity": 1, "homo_energy_ev": -10.7, "largest_force_ev_per_a": 4.73, "relative_energy_kcal_mol": 70.0}

***

# 2
{"formula": "C37H62BBe2F5N5O13Rb", "method": "ωB97M-V/def2-TZVPD", "elements": ["C", "C", "C", "C", "C", "C", "C", "C", "C", "C", "C", "C", "C", "C", "C", "C", "N", "N", "C", "C", "C", "C", "O", "C", "C", "C", "C", "C", "C", "C", "N", "N", "H", "H", "H", "H", "H", "H", "H", "H", "H", "H", "H", "H", "H", "H", "H", "H", "H", "H", "H", "H", "H", "H", "H", "H", "H", "H", "H", "H", "H", "H", "H", "H", "H", "H", "H", "H", "H", "H", "H", "H", "H", "H", "H", "H", "Rb", "C", "O", "C", "C", "O", "C", "C", "O", "C", "H", "H", "H", "H", "H", "H", "H", "H", "H", "H", "H", "H", "H", "H", "C", "C", "O", "C", "O", "O", "H", "H", "H", "H", "B", "F", "F", "F", "F", "Be", "N", "O", "O", "O", "C", "O", "O", "O", "Be", "F"], "xyz": [[-5.902, -1.814, -1.338], [-5.528, -0.464, -0.562], [-3.954, -0.350, -0.464], [-3.309, -1.224, 0.691], [-1.781, -0.769, 0.804], [-0.858, -1.908, 0.170], [0.652, -1.365, 0.182], [0.917, -0.377, -1.031], [1.564, -1.050, -2.307], [0.659, -2.124, -3.029], [-0.627, -1.478, -3.717], [-1.528, -2.578, -4.437], [-3.033, -2.106, -4.582], [-3.418, -1.512, -5.993], [-4.236, -0.167, -5.863], [-3.295, 0.758, -4.991], [-3.767, 1.045, -3.749], [-2.952, 1.751, -3.000], [-1.772, 2.078, -3.588], [-0.764, 2.884, -2.636], [-0.677, 4.443, -2.953], [-0.093, 4.809, -4.377], [0.013, 5.136, -1.918], [1.370, 4.709, -1.790], [1.728, 4.106, -0.389], [2.091, 4.961, 0.780], [2.462, 4.290, 2.070], [2.458, 2.810, 2.199], [2.066, 1.979, 1.068], [1.709, 2.645, -0.211], [-1.320, 1.828, -4.849], [-2.143, 1.120, -5.598], [-4.994, -2.079, -1.954], [-6.136, -2.656, -0.632], [-6.747, -1.630, -2.054], [-5.870, 0.407, -1.200], [-6.056, -0.409, 0.425], [-3.718, 0.726, -0.205], [-3.525, -0.572, -1.481], [-3.404, -2.330, 0.506], [-3.779, -0.990, 1.692], [-1.479, -0.523, 1.863], [-1.578, 0.152, 0.186], [-1.174, -2.000, -0.906], [-0.970, -2.891, 0.693], [0.747, -0.826, 1.173], [1.383, -2.217, 0.223], [-0.018, 0.189, -1.318], [1.661, 0.381, -0.632], [1.892, -0.237, -3.013], [2.514, -1.560, -1.956], [1.299, -2.628, -3.808], [0.358, -2.926, -2.298], [-0.213, -0.736, -4.469], [-1.173, -0.969, -2.870], [-1.070, -2.922, -5.410], [-1.498, -3.489, -3.764], [-3.251, -1.423, -3.718], [-3.677, -3.022, -4.425], [-2.533, -1.307, -6.669], [-4.026, -2.292, -6.544], [-4.461, 0.300, -6.864], [-5.228, -0.341, -5.355], [0.236, 2.381, -2.816], [-1.061, 2.753, -1.565], [-1.740, 4.831, -2.934], [-0.881, 5.078, -5.168], [0.550, 5.762, -4.238], [0.602, 3.970, -4.733], [2.006, 5.639, -1.921], [1.717, 3.983, -2.572], [2.067, 6.071, 0.628], [2.768, 4.911, 2.953], [2.747, 2.345, 3.180], [2.020, 0.866, 1.150], [1.410, 1.966, -1.048], [0.451, 3.602, -6.374], [3.851, -3.215, 7.418], [3.000, -2.091, 7.549], [3.090, -1.435, 8.808], [3.221, 0.074, 8.646], [4.432, 0.531, 8.043], [4.640, 0.174, 6.686], [3.654, 0.768, 5.689], [2.348, 0.223, 5.886], [1.322, 1.154, 5.918], [3.342, -4.108, 7.793], [4.067, -3.351, 6.358], [4.799, -3.076, 7.945], [3.930, -1.815, 9.404], [2.167, -1.653, 9.349], [3.206, 0.512, 9.647], [2.361, 0.493, 8.136], [4.702, -0.907, 6.573], [5.635, 0.554, 6.434], [3.972, 0.499, 4.675], [3.661, 1.862, 5.769], [1.622, 2.101, 6.378], [0.502, 0.738, 6.509], [0.954, 1.324, 4.874], [1.805, -6.632, -7.228], [1.058, -5.447, -7.774], [0.381, -4.943, -6.627], [1.076, -5.358, -5.531], [0.875, -4.973, -4.423], [2.029, -6.267, -5.869], [2.748, -6.806, -7.744], [1.212, -7.549, -7.254], [1.726, -4.672, -8.159], [0.349, -5.723, -8.554], [-0.486, -1.375, 8.408], [-0.375, -1.427, 6.997], [-1.829, -1.131, 8.766], [-0.066, -2.640, 8.964], [0.340, -0.343, 8.908], [-0.893, -4.381, 8.149], [-1.356, 8.048, -2.908], [-2.554, 7.708, -2.845], [-0.801, 8.175, -4.024], [-0.709, 8.256, -1.866], [1.896, -1.018, 4.083], [0.723, -1.389, 4.121], [2.373, -0.217, 3.239], [2.795, -1.382, 4.884], [0.047, 2.582, 3.947], [0.256, 4.144, 1.502]], "lowdin_charge": [-0.11, -0.24, -0.25, -0.19, -0.20, -0.18, -0.17, -0.22, -0.19, -0.21, -0.19, -0.18, -0.20, -0.20, -0.12, -0.30, 0.13, 0.14, -0.26, -0.06, -0.33, -0.26, -0.10, -0.16, -0.13, 0.04, 0.01, -0.13, -0.05, 0.00, 0.02, 0.11, 0.05, 0.07, 0.06, 0.10, 0.10, 0.11, 0.07, 0.11, 0.11, 0.11, 0.09, 0.09, 0.12, 0.08, 0.12, 0.09, 0.05, 0.10, 0.12, 0.10, 0.11, 0.10, 0.09, 0.11, 0.11, 0.07, 0.11, 0.11, 0.11, 0.12, 0.12, 0.10, 0.13, 0.17, 0.06, 0.13, -0.16, 0.15, 0.12, 0.14, 0.12, 0.07, 0.08, 0.07, 1.15, -0.10, -0.21, -0.17, -0.16, -0.11, -0.16, -0.14, -0.22, -0.12, 0.09, 0.08, 0.09, 0.13, 0.11, 0.14, 0.09, 0.11, 0.13, 0.12, 0.13, 0.11, 0.11, -0.03, -0.13, -0.13, 0.05, -0.54, 0.16, 0.07, 0.14, 0.14, 0.13, 0.13, -1.26, 0.08, 0.09, -0.04, 0.11, 0.56, -0.65, -0.08, -0.11, -0.08, -0.90, 0.19, 0.14, 0.20, 0.90, -0.34], "charge": 0, "orbital_gap_ha": 0.07839, "e_tot_ev": -89139.999, "spin_multiplicity": 1, "homo_energy_ev": -6.7, "largest_force_ev_per_a": 9.20}

***

# 3
{"formula": "C2H10NO2", "method": "ωB97M-V/def2-TZVPD", "elements": ["C", "C", "N", "H", "H", "H", "H", "H", "H", "H", "H", "O", "H", "H", "O"], "xyz": [[0.774, 0.505, 1.387], [1.293, 2.306, -0.167], [0.769, 1.184, 0.106], [1.080, -0.513, 1.198], [1.474, 1.007, 2.039], [-0.237, 0.550, 1.784], [1.669, 2.936, 0.622], [1.342, 2.606, -1.210], [0.518, 0.562, -0.704], [-2.491, -2.890, -0.876], [-2.495, -2.825, 0.622], [-2.027, -2.467, -0.143], [-0.857, -1.325, -0.906], [-0.514, -0.932, -2.332], [-0.299, -0.705, -1.420]], "nbo_charge": [-0.43, 0.11, -0.38, 0.25, 0.23, 0.25, 0.22, 0.23, 0.48, 0.49, 0.50, -0.97, 0.52, 0.50, -0.99], "charge": 1, "orbital_gap_ha": 0.40983, "e_tot_ev": -7814.557, "spin_multiplicity": 1, "homo_energy_ev": -15.6, "largest_force_ev_per_a": 1.65, "relative_energy_kcal_mol": 10.4}

***

# 4
{"formula": "C3H7N3O", "method": "ωB97M-V/def2-TZVPD", "elements": ["C", "N", "C", "O", "N", "C", "N", "H", "H", "H", "H", "H", "H", "H"], "xyz": [[-1.387, 0.624, -1.890], [-0.673, -0.666, -1.446], [0.439, -0.649, -0.453], [1.488, -1.188, -0.705], [0.108, 0.023, 0.675], [0.988, 0.158, 1.751], [0.621, 0.788, 2.783], [-0.559, 1.328, -2.060], [-1.929, 0.956, -0.988], [-0.262, -1.107, -2.271], [-1.401, -1.304, -1.119], [-0.748, 0.569, 0.681], [1.949, -0.328, 1.569], [1.368, 0.798, 3.474]], "nbo_charge": [-0.72, -0.60, 0.79, -0.57, -0.64, 0.27, -0.64, 0.15, 0.13, 0.43, 0.43, 0.43, 0.19, 0.35], "charge": 0, "orbital_gap_ha": 0.28247, "e_tot_ev": -9739.614, "spin_multiplicity": 1, "homo_energy_ev": -7.3, "largest_force_ev_per_a": 0.55, "relative_energy_kcal_mol": 78.9}

***

# 5
{"formula": "CH2N5OP", "method": "ωB97M-V/def2-TZVPD", "elements": ["O", "P", "N", "N", "C", "N", "N", "N", "H", "H"], "xyz": [[3.237, 0.540, 0.006], [2.174, -0.411, -0.234], [0.799, 0.623, -0.106], [-0.506, 0.355, -0.178], [-1.066, -0.835, -0.199], [-2.367, -0.681, -0.163], [-2.588, 0.588, -0.202], [-1.472, 1.256, -0.156], [1.154, 1.579, 0.324], [-0.540, -1.721, -0.247]], "nbo_charge": [-1.01, 1.45, -0.78, -0.02, 0.11, -0.26, -0.06, -0.09, 0.46, 0.21], "charge": 0, "orbital_gap_ha": 0.34363, "smiles": "O=PNn1cnnn1", "e_tot_ev": -19853.704, "spin_multiplicity": 1, "homo_energy_ev": -10.4, "largest_force_ev_per_a": 4.36, "relative_energy_kcal_mol": 0.0}

***

# 6
{"formula": "C5H10O", "method": "ωB97M-V/def2-TZVPD", "elements": ["C", "O", "C", "C", "C", "C", "H", "H", "H", "H", "H", "H", "H", "H", "H", "H"], "xyz": [[-1.106, -1.660, -0.529], [0.048, -1.394, 0.115], [0.703, -0.284, 0.037], [1.760, -0.057, 1.060], [0.139, 0.837, -0.766], [-1.178, 1.049, -0.003], [-1.600, 0.010, 0.156], [-1.195, -1.307, -1.552], [-1.498, -2.630, -0.271], [1.498, 0.807, 1.692], [1.872, -0.933, 1.702], [2.723, 0.173, 0.590], [0.820, 1.698, -0.775], [-0.034, 0.559, -1.813], [-1.965, 1.538, -0.572], [-0.988, 1.594, 0.929]], "nbo_charge": [-0.31, -0.36, 0.36, -0.67, -0.48, -0.64, 0.24, 0.16, 0.18, 0.22, 0.23, 0.22, 0.22, 0.22, 0.21, 0.20], "charge": 0, "orbital_gap_ha": [0.27738, 0.29569], "e_tot_ev": -7390.991, "spin_multiplicity": 1, "homo_energy_ev": [-6.6, -7.0], "largest_force_ev_per_a": 1.07, "relative_energy_kcal_mol": 87.0}